1.
{"formula": "C3H8N4O", "method": "ωB97M-V/def2-TZVPD", "symbols": ["C", "C", "C", "H", "H", "H", "H", "H", "H", "H", "H", "N", "N", "N", "N", "O"], "coordinates": [[1.718794, 0.849286, 0.537572], [0.916532, -0.629277, -0.914940], [-1.578794, 0.958180, -0.283130], [2.714864, 0.356549, 0.223424], [1.980457, 1.973392, 0.353168], [1.760170, 0.535967, 1.797665], [0.247046, -0.890701, -1.632234], [-2.242780, 1.639994, -0.661800], [-2.908775, -1.078793, -0.387657], [-1.186610, -0.714021, 1.529059], [-0.252214, -1.628409, -0.013791], [0.648547, 0.532763, -0.352297], [-0.376916, 1.364965, -0.270088], [-1.991929, -0.483753, -0.232657], [-1.285368, -1.385909, 0.631128], [1.836978, -1.400230, -0.323426]], "forces_ev_per_angstrom": [[4.662, 2.347, 2.867], [3.790, -3.207, 4.561], [-0.084, -5.620, -0.793], [-1.999, 0.686, 0.295], [-0.996, -1.704, 1.045], [-1.075, 0.984, -3.791], [-1.544, -1.287, -2.744], [-2.233, 1.552, 0.007], [1.896, 3.296, -0.137], [1.000, -2.563, -2.300], [-3.676, 0.609, 3.828], [3.402, -0.709, 2.597], [-1.345, 1.584, -0.840], [-1.409, -0.163, -0.252], [3.194, 1.996, -0.413], [-3.584, 2.199, -3.929]], "nbo_charge": [-0.451, 0.424, 0.256, 0.256, 0.214, 0.215, 0.168, 0.194, 0.429, 0.352, 0.377, -0.268, -0.298, -0.565, -0.664, -0.639], "total_energy_ev": -11241.855, "largest_force_ev_per_a": 6.74, "orbital_gap_ev": 9.055, "e_above_lowest_kcal_mol": 179.2, "smiles": "CN(C=O)/N=C\\NN"}

2.
{"formula": "C5H7NO", "method": "ωB97M-V/def2-TZVPD", "symbols": ["C", "C", "C", "N", "C", "O", "C", "H", "H", "H", "H", "H", "H", "H"], "coordinates": [[-0.016485, 1.584988, 1.069378], [0.413471, 0.443143, 0.150085], [1.565921, -0.270365, 0.710520], [2.507909, -0.743814, 1.186200], [-0.750919, -0.519557, -0.200132], [-1.773350, -0.524010, 0.438265], [-0.573043, -1.398507, -1.409617], [-0.518860, 1.205290, 1.959031], [0.844129, 2.176922, 1.392872], [-0.714752, 2.222638, 0.522793], [0.765170, 0.854003, -0.803379], [-1.362353, -1.159696, -2.129160], [-0.706719, -2.439805, -1.107366], [0.399963, -1.270824, -1.886712]], "forces_ev_per_angstrom": [[-0.097, 0.092, 0.090], [-0.037, 0.115, -0.048], [0.809, -0.432, 0.455], [-0.922, 0.306, -0.484], [-0.218, 0.056, 0.152], [0.416, 0.133, -0.082], [0.093, -0.098, -0.082], [0.007, -0.049, -0.111], [-0.111, -0.084, -0.170], [0.050, -0.011, 0.157], [-0.038, -0.013, 0.015], [0.087, -0.025, 0.105], [0.033, 0.081, -0.062], [-0.071, -0.070, 0.065]], "nbo_charge": [-0.589, -0.424, 0.284, -0.308, 0.618, -0.512, -0.729, 0.236, 0.225, 0.221, 0.253, 0.250, 0.254, 0.221], "total_energy_ev": -8835.636, "largest_force_ev_per_a": 1.09, "orbital_gap_ev": 11.010, "e_above_lowest_kcal_mol": 13.1, "smiles": "CC(=O)[C@@H](C)C#N"}

3.
{"formula": "C5H6N2O2", "method": "ωB97M-V/def2-TZVPD", "symbols": ["C", "C", "C", "C", "C", "H", "H", "H", "H", "H", "H", "N", "N", "O", "O"], "coordinates": [[-2.342040, 0.104817, 0.268310], [-0.334906, -0.475152, -0.212913], [-0.328764, 0.862694, -0.125849], [0.963724, 1.567668, -0.187178], [0.914939, -1.274152, -0.231919], [-3.355799, 0.166018, -0.238812], [-2.366441, 0.063724, 1.357155], [1.004903, 2.615759, -0.350366], [2.883665, -0.735708, 0.376088], [1.223125, -1.642845, -1.230649], [0.960278, -2.112870, 0.419413], [2.041949, 0.929839, 0.055646], [1.972403, -0.378408, 0.331144], [-1.603427, -1.006846, -0.137938], [-1.633616, 1.315469, -0.092126]], "forces_ev_per_angstrom": [[-1.638, 1.288, -0.304], [0.591, 0.289, 0.929], [0.703, -1.380, -0.591], [-1.437, -0.415, 0.313], [1.592, 0.794, -0.552], [1.245, -0.330, 0.800], [-0.431, 0.165, 0.257], [0.173, 0.709, -0.107], [1.039, -0.835, -0.007], [-0.415, 0.187, 0.014], [-0.626, -0.865, 0.547], [0.212, 0.695, -0.324], [-1.734, 0.027, -0.037], [0.629, -0.158, -0.947], [0.097, -0.170, 0.007]], "nbo_charge": [0.225, 0.222, 0.146, -0.052, -0.269, 0.185, 0.147, 0.204, 0.375, 0.177, 0.218, -0.196, -0.415, -0.481, -0.488], "total_energy_ev": -12354.593, "largest_force_ev_per_a": 2.11, "orbital_gap_ev": 8.644, "e_above_lowest_kcal_mol": 69.8, "smiles": "C1=NNCC2=C1OCO2"}